(1)
Molecular formula: C28H29N11O5SSn
Method: DFT, the ωB97M-V functional and the def2-TZVPD basis

Net charge: +2
Lowest unoccupied orbital energy (eV): -7.021
Frontier orbital gap (eV): 5.810
HOMO level (eV): -12.8309
F_max (eV/Å): 0.62
Multiplicity: 1

Geometry as XYZ:
```
75
Properties=species:S:1:pos:R:3:mulliken_charge:R:1
Sn 0.024 -0.432 -2.795 1.20
C 5.300 -2.812 -1.439 -1.03
N 4.135 -2.150 -2.033 0.86
C 2.866 -2.230 -1.687 -0.34
N 2.152 -1.361 -2.416 -0.05
C 3.101 -0.792 -3.227 -0.49
N 4.303 -1.241 -3.011 -0.81
C 6.009 -1.896 -0.471 1.14
C 7.393 -1.802 -0.500 -0.85
C 8.056 -0.986 0.407 -0.76
C 7.344 -0.248 1.334 -0.99
C 5.953 -0.331 1.359 -0.17
C 5.291 -1.159 0.462 -0.14
C 5.207 0.460 2.335 0.69
N 5.665 1.258 3.230 -0.44
N 4.568 1.758 3.913 -0.47
C 3.531 1.223 3.378 0.67
O 3.846 0.380 2.354 -0.26
C 2.128 1.397 3.747 -0.35
C 1.794 2.211 4.824 -1.01
C 0.465 2.342 5.193 -0.68
C -0.528 1.673 4.495 -0.98
C -0.196 0.867 3.410 1.22
C -1.297 0.117 2.693 -1.15
N -0.820 -0.450 1.434 0.90
C -0.762 0.128 0.250 -0.28
N -0.187 -0.721 -0.612 0.11
C 0.077 -1.825 0.151 -1.03
N -0.298 -1.689 1.387 -0.70
C 1.132 0.731 3.039 -0.18
H 5.951 -3.089 -2.266 0.42
H 4.939 -3.724 -0.960 0.26
H 2.506 -2.894 -0.923 0.43
H 2.890 -0.040 -3.970 0.45
H 7.959 -2.362 -1.234 0.42
H 9.135 -0.920 0.381 0.42
H 7.849 0.393 2.043 0.56
H 4.209 -1.216 0.503 0.67
H 2.577 2.724 5.364 0.56
H 0.201 2.966 6.035 0.42
H -1.562 1.776 4.798 0.50
H -2.143 0.761 2.450 0.26
H -1.666 -0.722 3.282 0.36
H -1.158 1.105 0.024 0.71
H 0.507 -2.735 -0.227 0.74
H 1.423 0.085 2.222 0.83
C -5.235 3.145 1.140 -1.03
C -5.040 3.135 -0.370 -0.61
S -4.592 1.501 -0.955 1.40
O -3.177 1.510 -1.310 -0.64
O -5.036 0.495 -0.024 -0.73
C -5.531 1.272 -2.474 -0.91
C -5.574 -0.196 -2.927 -1.05
N -4.310 -0.904 -2.683 0.17
C -3.138 -0.613 -3.272 0.97
N -2.137 -1.230 -2.644 -0.25
C -2.694 -1.982 -1.634 -0.90
C -4.025 -1.775 -1.651 0.28
N -4.986 -2.373 -0.748 1.20
O -4.517 -2.837 0.263 -0.61
O -6.146 -2.401 -1.091 -0.64
C -2.979 0.341 -4.399 -1.91
H -5.329 4.178 1.472 0.41
H -4.385 2.700 1.656 0.21
H -6.131 2.601 1.425 0.34
H -4.231 3.788 -0.693 0.39
H -5.950 3.422 -0.896 0.48
H -5.082 1.934 -3.215 0.42
H -6.550 1.603 -2.280 0.65
H -5.799 -0.252 -3.991 0.44
H -6.346 -0.740 -2.394 0.40
H -2.143 -2.611 -0.958 0.62
H -3.878 0.386 -5.011 0.37
H -2.161 0.029 -5.047 0.51
H -2.768 1.343 -4.016 0.36
```

(2)
Molecular formula: C7H28N8O7
Method: DFT, the ωB97M-V functional and the def2-TZVPD basis

Net charge: 0
Lowest unoccupied orbital energy (eV): -0.117
Energy above the lowest of the compared OMol25 structures with the same formula, charge and spin (kJ/mol): 506.6
SMILES: NC(N)=O.NC(N)=O.NC(N)=O.NC(N)=O.CO.CO.CO
Frontier orbital gap (eV): 9.198
HOMO level (eV): -9.3150
F_max (eV/Å): 9.36
Multiplicity: 1

Geometry as XYZ:
```
50
Properties=species:S:1:pos:R:3:mulliken_charge:R:1
C -0.908 -0.521 3.806 0.46
O -1.834 0.371 4.337 -0.73
N -0.856 -1.811 4.095 -0.44
N -0.231 -0.208 2.747 0.02
H -1.122 -2.009 5.005 0.22
H -0.216 -2.363 3.614 0.24
H -0.329 0.690 2.274 0.09
H 0.720 -0.521 2.565 0.07
C -2.643 -2.551 1.107 0.56
O -3.610 -2.866 0.182 -0.81
N -1.792 -1.581 0.897 0.01
N -2.542 -3.109 2.269 -0.35
H -1.934 -0.939 0.038 0.04
H -1.033 -1.244 1.572 0.31
H -3.440 -3.554 2.541 0.26
H -1.965 -2.722 3.021 0.40
C 2.753 -0.226 1.373 0.51
O 3.361 0.992 1.461 -0.68
N 2.446 -1.024 2.369 -0.55
N 2.281 -0.599 0.190 -0.20
H 2.899 -0.721 3.276 0.29
H 2.391 -2.054 2.345 0.26
H 2.388 -0.017 -0.657 0.16
H 1.548 -1.338 0.067 0.28
C -1.696 -0.633 -2.122 0.33
O -0.594 -0.193 -2.828 -0.62
N -2.356 0.067 -1.265 -0.43
N -2.098 -1.866 -2.169 -0.26
H -1.946 0.991 -1.207 0.14
H -3.328 0.032 -0.996 0.28
H -1.545 -2.452 -2.827 0.23
H -2.878 -2.223 -1.592 0.20
C -0.110 2.647 0.635 -0.76
O -0.193 1.290 0.434 -0.17
H -0.123 3.028 -0.397 0.21
H 0.810 2.878 1.138 0.28
H -0.980 2.881 1.201 0.32
H 0.632 1.076 0.007 0.12
C 3.509 1.334 -2.021 -0.87
O 2.260 0.685 -2.234 -0.73
H 3.625 1.786 -2.983 0.50
H 4.307 0.635 -1.658 0.24
H 3.411 2.210 -1.345 0.20
H 1.940 1.044 -3.073 0.40
C -0.007 2.647 -3.985 -0.32
O 1.098 2.066 -4.565 -0.54
H -0.980 2.094 -4.019 0.21
H -0.174 3.657 -4.458 0.28
H 0.276 2.815 -2.927 0.02
H 0.806 1.428 -5.238 0.30
```

no.,calculated total energy (eV)
1,-72785.2903
2,-33964.8112